The following is a DFT calculation (ωB97M-V/def2-TZVPD) of a molecular structure, C36H33N5RuS2Si at a distorted geometry.

```
! RIJCOSX wB97M-V def2-TZVPD def2/J DEFGRID3
* xyz -1 2
Ru -0.32 0.01 -0.87
C -3.13 1.60 2.77
C -2.48 0.75 1.85
N -1.33 1.04 1.30
C -0.71 2.20 1.62
C -1.31 3.14 2.48
C -2.55 2.80 3.06
C -0.66 4.38 2.74
C 0.53 4.62 2.13
C 1.16 3.67 1.29
C 0.59 2.42 1.04
N 1.07 1.38 0.29
C 2.40 1.09 0.19
C 3.51 1.86 0.56
C 4.83 1.40 0.40
C 5.12 0.16 -0.11
C 4.04 -0.69 -0.45
C 4.24 -2.01 -0.91
C 3.17 -2.82 -1.16
C 1.88 -2.29 -0.98
N 1.67 -1.06 -0.59
C 2.72 -0.24 -0.31
H -4.08 1.30 3.19
H -2.91 -0.20 1.55
H -3.02 3.51 3.74
H -1.12 5.10 3.40
H 1.04 5.57 2.28
H 2.08 3.97 0.82
H 3.39 2.82 1.01
H 5.63 2.06 0.71
H 6.14 -0.18 -0.23
H 5.26 -2.37 -1.03
H 3.29 -3.84 -1.50
H 0.99 -2.89 -1.17
S -1.23 -1.73 0.32
C -1.97 -2.85 -0.82
C -2.74 -3.92 -0.38
C -3.28 -4.82 -1.29
C -3.06 -4.65 -2.65
C -2.31 -3.58 -3.10
C -1.76 -2.67 -2.19
S -0.85 -1.28 -2.74
H -2.91 -4.05 0.68
H -3.88 -5.65 -0.93
H -3.48 -5.35 -3.36
H -2.14 -3.42 -4.16
C -2.04 1.86 -3.50
Si -2.24 1.18 -1.73
C -2.83 2.77 -0.82
C -3.85 0.15 -1.80
C -4.83 0.23 -0.80
C -5.97 -0.57 -0.83
C -6.16 -1.47 -1.86
C -5.21 -1.56 -2.87
C -4.08 -0.75 -2.84
H -3.02 2.07 -3.92
H -1.52 1.17 -4.16
H -1.48 2.80 -3.49
H -3.59 3.26 -1.44
H -2.02 3.50 -0.68
H -3.26 2.59 0.16
H -4.72 0.94 0.01
H -6.70 -0.48 -0.03
H -7.04 -2.11 -1.88
H -5.34 -2.26 -3.68
H -3.35 -0.85 -3.63
C 0.68 3.50 -2.24
C 1.34 2.29 -2.77
N 0.99 1.04 -2.58
C 1.85 0.27 -3.33
C 2.76 1.06 -3.95
N 2.42 2.35 -3.59
H -0.12 3.21 -1.58
H 0.27 4.10 -3.06
H 1.38 4.12 -1.67
H 1.76 -0.80 -3.35
H 3.59 0.84 -4.59
H 2.89 3.19 -3.86
*
```

**Calculated total energy**: -77453.6496 eV
**Highest occupied orbital energy (alpha / beta)**: -0.124 / -0.119 Ha
**Expectation value of S²**: 0.758
**HOMO-LUMO gap (alpha / beta)**: 5.86 / 5.73 eV
**E_LUMO (alpha / beta)**: 2.487 / 2.486 eV
**ΔE to the lowest compared entry with this formula, charge and spin**: 82.3 kJ/mol

The following is a DFT calculation (ωB97M-V/def2-TZVPD) of 12 unconnected molecules or ions with the total composition C5H33NO12 at a distorted geometry.

```
! RIJCOSX wB97M-V def2-TZVPD def2/J DEFGRID3
* xyz 0 1
N 0.94 -1.32 1.76
C 0.11 -0.31 1.17
C 0.34 0.22 -0.02
C -0.73 0.96 -0.81
C -0.16 1.76 -2.00
C 1.36 2.01 -2.04
O 1.92 2.47 -0.80
H 1.86 -1.14 2.17
H 0.36 -1.71 2.41
H -0.80 -0.10 1.68
H 1.33 0.10 -0.46
H -1.36 0.15 -1.17
H -1.23 1.61 -0.11
H -0.55 2.79 -2.01
H -0.44 1.32 -2.97
H 1.89 1.13 -2.40
H 1.61 2.78 -2.75
H 1.31 3.05 -0.46
O -4.58 -0.34 -0.85
H -3.95 -0.97 -0.44
H -5.48 -0.70 -0.50
O 2.11 -3.69 -0.07
H 3.08 -3.62 0.16
H 1.67 -3.00 0.45
O 0.54 4.32 0.61
H -0.35 4.61 0.38
H 0.21 3.61 1.24
O -0.78 -2.50 -3.37
H 0.18 -2.62 -3.42
H -1.33 -3.19 -3.81
O -4.07 -2.39 0.93
H -3.40 -2.64 0.25
H -3.64 -1.86 1.59
O 1.86 -2.23 -2.58
H 2.47 -1.47 -2.23
H 1.90 -2.96 -1.92
O 2.97 0.59 3.52
H 3.00 1.45 3.89
H 3.47 0.50 2.64
O -1.09 2.86 2.28
H -1.19 1.90 2.42
H -0.78 3.33 3.16
O -2.08 -3.01 -0.89
H -1.24 -2.93 -0.53
H -1.82 -2.71 -1.84
O -2.09 0.42 3.11
H -2.11 0.68 4.05
H -2.92 0.50 2.70
O 4.31 0.85 -0.62
H 3.87 0.25 -1.31
H 3.52 1.16 -0.16
*
```

**Calculated total energy**: -31778.9386 eV
**Highest occupied orbital energy**: -0.312 Ha
**HOMO-LUMO gap**: 8.25 eV
**SMILES string**: N/C=C/CCCO.O.O.O.O.O.O.O.O.O.O.O
**E_LUMO**: -0.240 eV
**ΔE to the lowest compared entry with this formula, charge and spin**: 444.1 kJ/mol

The following is a DFT calculation (ωB97M-V/def2-TZVPD) of C8H13NO in the gas phase at a distorted geometry.

```
! RIJCOSX wB97M-V def2-TZVPD def2/J DEFGRID3
* xyz 0 1
C -0.24 2.03 -0.37
C 0.54 0.92 0.29
C 2.08 0.77 0.38
C 1.51 -0.46 1.12
C 0.51 0.51 1.79
C 0.52 -0.60 -0.07
C -0.73 -1.45 0.06
C -1.80 -1.16 -0.96
N -1.63 -0.72 -2.16
H -0.01 2.99 0.10
H 0.01 2.10 -1.44
H -1.32 1.85 -0.28
H 2.61 0.58 -0.57
H 2.61 1.52 0.99
H 2.08 -1.27 1.60
H 0.94 1.24 2.49
H -0.43 0.10 2.19
H 1.02 -0.84 -1.02
H -0.46 -2.51 -0.03
H -1.22 -1.35 1.04
O -2.83 -1.99 -0.90
H -0.79 -0.17 -2.25
H -2.96 -2.10 -1.98
*
```

**Calculated total energy**: -12041.8119 eV
**Highest occupied orbital energy**: -0.366 Ha
**HOMO-LUMO gap**: 10.74 eV
**E_LUMO**: 0.766 eV
**ΔE to the lowest compared entry with this formula, charge and spin**: 264.7 kJ/mol

The following is a DFT calculation (ωB97M-V/def2-TZVPD) of 2 unconnected molecules or ions with the total composition C6H9NO4S at a distorted geometry.

```
! RIJCOSX wB97M-V def2-TZVPD def2/J DEFGRID3
* xyz 0 1
C 4.48 0.60 0.66
C 3.98 1.74 0.27
C 3.27 -0.29 0.99
C 2.51 1.58 0.24
C -2.64 -1.17 -0.98
C -2.03 -1.03 0.38
N 2.14 0.53 0.77
O -0.20 -0.28 1.90
O -0.39 1.04 -0.31
O 3.37 -1.31 1.56
O 1.74 2.58 -0.14
S -0.27 -0.36 0.25
H 5.45 0.11 0.74
H 4.51 2.57 -0.14
H -2.68 -0.08 -1.31
H -2.22 -1.98 -1.68
H -3.65 -1.25 -1.06
H -2.02 -1.93 0.94
H -2.42 -0.21 1.04
H 0.75 -0.15 2.14
H 0.88 2.09 -0.30
*
```

**Calculated total energy**: -26881.1606 eV
**Highest occupied orbital energy**: -0.346 Ha
**HOMO-LUMO gap**: 8.84 eV
**E_LUMO**: -0.578 eV
**ΔE to the lowest compared entry with this formula, charge and spin**: 0.0 kJ/mol

The following is a DFT calculation (ωB97M-V/def2-TZVPD) of a gas-phase ion, H4NO2P2 (charge -1) at a distorted geometry.

```
! RIJCOSX wB97M-V def2-TZVPD def2/J DEFGRID3
* xyz -1 3
N 0.31 -1.51 -0.38
O 1.62 0.85 -0.32
O 0.74 -0.26 1.91
P -1.36 1.04 0.34
P 0.59 -0.04 0.42
H 0.15 -1.08 -1.29
H -0.23 -2.25 0.04
H -1.46 1.25 -1.03
H -0.35 2.01 0.30
*
```

**Calculated total energy**: -24225.5842 eV
**Highest occupied orbital energy (alpha / beta)**: 0.016 / -0.189 Ha
**Expectation value of S²**: 2.006
**HOMO-LUMO gap (alpha / beta)**: 3.94 / 6.48 eV
**E_LUMO (alpha / beta)**: 4.368 / 1.348 eV
**ΔE to the lowest compared entry with this formula, charge and spin**: 56.6 kJ/mol

The following is a DFT calculation (ωB97M-V/def2-TZVPD) of a molecular structure, C35H31F3NO6PS3 at a distorted geometry.

```
! RIJCOSX wB97M-V def2-TZVPD def2/J DEFGRID3
* xyz 0 1
F 0.05 3.18 -0.78
C 0.47 2.12 -0.01
F 1.81 2.09 -0.04
F 0.07 2.36 1.25
S -0.24 0.59 -0.73
N -0.55 -0.28 0.77
S 0.82 -1.25 2.05
C 0.80 -0.65 3.78
C 1.97 -0.11 4.31
C 1.97 0.34 5.64
C 0.81 0.23 6.42
C -0.35 -0.34 5.87
C -0.35 -0.80 4.55
O 0.39 -2.63 2.01
O 2.09 -0.88 1.46
S -2.16 -0.68 0.93
C -2.92 0.88 1.38
C -3.51 1.02 2.63
C -4.05 2.26 2.99
C -4.07 3.31 2.07
C -3.57 3.11 0.77
C -3.00 1.89 0.42
O -2.64 -1.10 -0.36
O -2.29 -1.51 2.10
H 2.87 -0.05 3.71
H 2.88 0.77 6.07
H 0.80 0.56 7.46
H -1.27 -0.44 6.46
H -1.23 -1.27 4.11
H -3.55 0.16 3.30
H -4.47 2.39 3.98
H -4.49 4.28 2.34
H -3.63 3.90 0.02
H -2.67 1.70 -0.60
C -5.49 2.41 -2.43
C -4.49 1.75 -3.35
O -3.18 1.83 -2.73
C -2.26 1.19 -3.51
C -0.86 1.45 -3.13
P 0.08 1.45 -4.62
C 0.05 -0.17 -5.43
C -0.67 -0.41 -6.61
C -0.71 -1.69 -7.16
C -0.04 -2.74 -6.52
C 0.64 -2.52 -5.31
C 0.66 -1.24 -4.76
C -0.53 2.64 -5.89
C 0.13 2.73 -7.13
C -0.26 3.68 -8.08
C -1.33 4.55 -7.81
C -2.00 4.45 -6.58
C -1.59 3.52 -5.62
C 1.80 1.97 -4.42
C 2.87 1.12 -4.72
C 4.19 1.57 -4.57
C 4.44 2.88 -4.14
C 3.37 3.74 -3.88
C 2.05 3.30 -4.02
O -2.63 0.53 -4.48
H -6.44 2.42 -2.97
H -5.62 1.83 -1.51
H -5.22 3.44 -2.18
H -4.76 0.70 -3.53
H -4.47 2.28 -4.31
H -0.72 2.34 -2.53
H -1.22 0.40 -7.09
H -1.28 -1.87 -8.07
H -0.06 -3.74 -6.95
H 1.15 -3.33 -4.79
H 1.14 -1.06 -3.79
H 0.96 2.05 -7.36
H 0.27 3.75 -9.03
H -1.63 5.29 -8.54
H -2.84 5.11 -6.37
H -2.10 3.49 -4.66
H 2.69 0.11 -5.09
H 5.01 0.89 -4.80
H 5.47 3.22 -4.02
H 3.55 4.77 -3.58
H 1.22 3.98 -3.85
*
```

**Calculated total energy**: -100516.7941 eV
**Highest occupied orbital energy**: -0.286 Ha
**HOMO-LUMO gap**: 6.90 eV
**E_LUMO**: -0.875 eV
**ΔE to the lowest compared entry with this formula, charge and spin**: 106.0 kJ/mol